(1)
Here is the molecule C3H2N2O2 from OMol25. Energies are from ωB97M-V with the def2-TZVPD basis set.

Values from the calculation:
SMILES	O=Cc1ncno1
molecular weight	98.06	g/mol

Last column: Mulliken charge in e.
Atoms and positions in Å:
O -2.0490 0.8096 -1.3187  -0.39
C -1.7606 0.3685 -0.2342  -0.13
C -0.3232 0.1184 0.1275  0.71
N 0.7215 0.8453 -0.0959  -0.48
C 1.7254 -0.0744 0.0852  -0.04
N 1.3342 -1.2729 0.4082  -0.27
O -0.0394 -1.1598 0.4522  -0.11
H -2.5263 0.0899 0.5034  0.32
H 2.7720 0.1382 -0.0825  0.39

Atomic forces in eV per Å
0.2570 -0.1973 0.8019
-0.2867 0.4668 -0.5278
0.2339 -0.5475 -0.4547
-0.2307 -0.3550 -0.0648
0.1927 -0.2087 0.0533
0.2005 0.3556 -0.0407
-0.2923 0.5188 -0.0021
0.0355 -0.0918 0.0570
-0.1099 0.0589 0.1780



(2)
Here is a structure of composition C31H37F6LiN6O8S2Se2Si from OMol25. Energies are from ωB97M-V with the def2-TZVPD basis set.

Values from the calculation:
net charge	-2
molecular weight	992.74	g/mol

Last column: Mulliken charge in e.
Atoms and positions in Å:
Li -1.6003 1.0422 -0.1783  0.80
Se 1.2644 5.5625 5.7903  0.14
N 0.6660 3.8896 5.5489  -0.89
C 0.5564 3.7047 4.2652  1.00
C 0.0681 2.4690 3.6636  0.58
C -0.3064 1.3660 4.4300  -1.03
C -0.7861 0.2458 3.7927  -1.16
C -0.9229 0.2743 2.4045  -0.49
N -0.5839 1.3243 1.6709  0.84
C -0.0561 2.3920 2.2733  -0.61
C 0.4186 3.4978 1.4044  0.14
N 0.4359 3.2740 0.0924  -0.09
C 0.8606 4.2369 -0.7025  -0.67
C 1.2641 5.4915 -0.2440  -0.81
C 1.2794 5.7194 1.1120  -0.75
C 0.8653 4.6990 1.9661  0.60
C 0.9246 4.8307 3.4171  0.90
N 1.3220 5.9074 4.0317  -0.90
H -0.2081 1.4138 5.5069  0.48
H -1.0717 -0.6411 4.3419  0.57
H -1.3058 -0.5734 1.8475  0.38
H 0.9037 3.9944 -1.7579  0.54
H 1.5882 6.2474 -0.9464  0.45
H 1.6163 6.6585 1.5314  0.50
F -5.1509 5.1991 -1.5097  -0.23
C -3.9456 4.6512 -1.6851  0.54
F -3.9297 4.0375 -2.8681  -0.22
F -3.0404 5.6360 -1.7096  -0.21
S -3.5321 3.4874 -0.3192  1.11
O -2.3068 2.8630 -0.7620  -0.55
O -3.4934 4.3199 0.8443  -0.74
N -4.8045 2.5538 -0.3882  -0.68
S -4.6433 0.9897 -0.2436  1.10
O -3.5000 0.6333 0.5610  -0.81
O -5.9132 0.3976 0.0432  -0.68
C -4.3244 0.3702 -1.9645  0.73
F -3.1356 0.7197 -2.4374  -0.18
F -5.2622 0.8711 -2.7848  -0.28
F -4.4225 -0.9561 -1.9815  -0.26
Se 3.2118 1.3285 -1.0957  -0.41
C 5.0714 1.5284 -0.9566  0.17
C 5.6931 2.7460 -0.6194  -0.37
C 7.0680 2.8382 -0.5279  -0.27
N 7.9210 1.8292 -0.7396  -0.69
C 7.3372 0.6675 -1.0577  -0.31
C 5.9752 0.4705 -1.1741  -0.31
H 5.0808 3.6192 -0.4283  0.33
H 7.5197 3.7929 -0.2651  0.31
H 8.0111 -0.1687 -1.2329  0.31
H 5.5934 -0.5089 -1.4359  0.31
C -3.3976 -2.8808 0.8426  -1.05
C -2.9046 -3.7977 -0.2756  2.00
C -2.3452 -5.0937 0.3159  -1.61
C -4.0572 -4.1219 -1.2257  -1.74
O -1.8957 -3.1824 -1.0535  -0.19
Si -0.6623 -2.1493 -0.6080  -2.72
O -1.0437 -0.6398 -0.5158  2.69
O -0.1389 -2.7515 0.8626  0.51
C 1.1661 -3.0075 1.3654  1.99
C 2.0375 -1.7656 1.2144  -1.02
C 0.9741 -3.3404 2.8433  -1.82
C 1.7933 -4.2017 0.6480  -1.64
O 0.5517 -2.5161 -1.6731  0.08
C 0.7170 -2.1617 -3.0409  1.98
C 0.2361 -0.7412 -3.3222  -1.66
C 2.2130 -2.2587 -3.3201  -1.71
C -0.0592 -3.1689 -3.8885  -1.70
H -4.2189 -3.3569 1.3870  0.56
H -3.7562 -1.9365 0.4331  -0.11
H -2.5891 -2.6733 1.5447  0.02
H -3.0969 -5.6000 0.9286  0.47
H -1.4774 -4.8645 0.9341  0.00
H -2.0324 -5.7652 -0.4873  0.32
H -4.7525 -4.8296 -0.7653  0.38
H -3.6562 -4.5667 -2.1381  0.31
H -4.6077 -3.2195 -1.4909  0.23
H 1.5693 -0.9118 1.7087  0.03
H 2.1705 -1.4926 0.1673  0.01
H 3.0261 -1.9210 1.6552  0.53
H 0.5232 -2.4888 3.3572  0.22
H 1.9306 -3.5671 3.3207  0.37
H 0.3111 -4.2026 2.9504  0.34
H 1.8428 -4.0076 -0.4216  0.03
H 1.1983 -5.1035 0.8172  0.32
H 2.8047 -4.3776 1.0253  0.51
H 0.7024 -0.0466 -2.6240  0.21
H -0.8464 -0.6605 -3.2121  0.19
H 0.5107 -0.4571 -4.3422  0.52
H 2.7494 -1.5313 -2.7072  0.24
H 2.4244 -2.0551 -4.3735  0.42
H 2.5683 -3.2640 -3.0782  0.35
H -1.1097 -3.1725 -3.5942  0.18
H 0.3431 -4.1737 -3.7366  0.33
H 0.0139 -2.9184 -4.9509  0.41

Atomic forces in eV per Å
0.6057 -0.2341 0.0082
-0.0183 -0.0310 -0.0546
0.0178 0.0299 0.0307
0.0001 0.0306 -0.0346
0.0119 -0.0082 -0.0097
-0.0099 -0.0023 0.0111
0.0040 -0.0183 -0.0095
0.0242 0.0441 0.0448
-0.1109 0.0000 0.0857
0.0156 0.0308 -0.0661
0.0074 -0.0119 -0.0105
-0.1531 -0.0152 0.0828
0.0331 -0.0666 -0.0168
0.0409 -0.0252 -0.0186
-0.0080 -0.0064 0.0116
0.0189 0.0108 0.0169
-0.0129 -0.0365 -0.0050
0.0091 0.0112 0.0575
0.0020 0.0017 -0.0008
0.0001 0.0064 0.0076
-0.0133 0.0072 -0.0160
-0.0243 0.0058 -0.0014
0.0054 -0.0037 0.0009
0.0002 -0.0030 0.0030
0.0072 0.0195 0.0036
0.0238 0.0026 -0.0038
-0.0210 -0.0115 0.0072
-0.0042 -0.0219 -0.0273
-0.0947 0.0505 -0.1104
-0.0733 0.0647 0.0580
-0.0202 -0.0296 0.0212
0.1078 -0.0211 -0.0935
-0.2664 0.1753 0.1635
-0.1286 -0.1290 -0.2351
0.0148 0.0120 0.1029
0.0196 0.0495 -0.0507
0.0101 0.0566 0.0607
0.0153 -0.0349 0.0456
0.0179 0.0449 0.0005
0.0599 0.0805 0.0139
0.1179 -0.0114 -0.0254
-0.0313 0.0085 -0.0013
-0.0053 0.0053 -0.0011
-0.0109 -0.0034 -0.0007
-0.0055 -0.0015 0.0004
-0.0200 -0.0101 -0.0045
-0.0044 -0.0065 -0.0008
0.0130 -0.0073 -0.0008
0.0121 0.0087 0.0036
-0.0069 0.0080 0.0006
-0.0503 -0.0143 -0.0207
0.0066 -0.0116 0.0423
0.0333 -0.0011 0.0062
-0.0270 -0.0273 -0.0046
-0.0989 0.0228 -0.0465
0.2560 0.1491 0.1134
-0.3709 0.0387 -0.1058
-0.0304 -0.2745 -0.0794
-0.0242 0.1610 0.0207
0.0249 0.0490 -0.0201
0.0118 0.0190 0.0241
0.0179 -0.0237 0.0056
-0.0345 -0.0468 0.0049
-0.0145 0.0051 0.0330
-0.0126 0.0247 -0.0173
0.0040 -0.0183 0.0104
0.0148 -0.0034 -0.0508
0.0121 -0.0045 -0.0064
0.0627 -0.0276 0.0289
0.0164 0.0115 0.0155
-0.0113 -0.0011 -0.0164
0.0070 0.0071 -0.0015
0.0002 0.0079 -0.0046
-0.0121 0.0267 0.0167
0.0032 -0.0328 0.0104
0.0477 -0.0427 -0.0188
0.0067 -0.0156 0.0059
0.0081 -0.0196 -0.0052
-0.0092 -0.0102 -0.0064
0.0012 -0.0055 -0.0026
0.0042 -0.0046 -0.0083
0.0002 0.0059 -0.0014
0.0028 0.0108 -0.0049
-0.0296 0.0133 -0.0141
-0.0101 -0.0041 0.0100
0.0179 0.0113 -0.0173
0.0060 -0.0120 0.0312
0.0003 -0.0076 0.0034
-0.0016 0.0113 -0.0112
0.0004 0.0011 0.0101
0.0061 0.0085 0.0038
-0.0009 0.0111 0.0020
-0.0176 -0.0005 0.0165
0.0109 -0.0008 0.0057



| no. | E_tot (eV) | Kohn-Sham gap (eV) | F_max (hartree/bohr) |
| --- | --- | --- | --- |
| 1 | -10216.401 | 10.8 | 0.0168 |
| 2 | -234829.742 | 4.8 | 0.0126 |